(1)
{"formula": "C20H57N3O7", "method": "ωB97M-V with the def2-TZVPD basis set", "elements": ["O", "O", "O", "O", "O", "O", "O", "N", "N", "N", "C", "C", "C", "C", "C", "C", "C", "C", "C", "C", "C", "C", "C", "C", "C", "C", "C", "C", "C", "C", "H", "H", "H", "H", "H", "H", "H", "H", "H", "H", "H", "H", "H", "H", "H", "H", "H", "H", "H", "H", "H", "H", "H", "H", "H", "H", "H", "H", "H", "H", "H", "H", "H", "H", "H", "H", "H", "H", "H", "H", "H", "H", "H", "H", "H", "H", "H", "H", "H", "H", "H", "H", "H", "H", "H", "H", "H"], "coordinates": [[-4.0554, 1.2673, 5.2404], [1.6961, 3.0603, -1.9997], [-4.0923, 0.6332, -1.6377], [-2.0754, -4.9698, 3.1830], [5.8987, -1.6484, -3.2303], [0.9308, -1.5627, -0.7346], [2.5318, 4.8482, 3.5952], [-0.0725, 3.3044, -4.1309], [3.0540, -1.1142, -2.6213], [-3.9938, 1.9696, 1.5636], [-0.2891, 2.1822, -3.1991], [7.0286, -1.4027, -4.0500], [1.6580, 3.2337, 2.0218], [1.0978, 1.8816, -2.5895], [-0.7126, -4.7361, 2.7792], [3.5423, -2.3880, -3.0024], [2.4291, -3.0155, -3.6931], [-0.4108, -3.3290, 3.1381], [-5.2510, 0.5428, 5.6872], [1.4650, -0.9767, 0.3838], [-2.9383, -1.3421, -0.6917], [-2.9795, -0.0419, 2.8348], [2.9021, 2.6845, -1.2745], [1.5472, 3.9057, 3.4105], [-4.0643, 1.1843, 2.7413], [4.7666, -2.2393, -3.9203], [-4.2586, -0.5915, -0.8982], [0.3893, -0.5078, 1.3177], [-0.9597, 1.0094, -3.9071], [-4.1570, 1.9713, 4.0606], [0.7590, -0.1484, 2.2781], [-6.0332, 1.2973, 5.7707], [2.1395, -2.6288, -4.6702], [3.6213, -0.8144, -1.8413], [-1.9748, 0.2877, 3.0997], [7.3627, -2.3844, -4.3857], [-0.5446, 0.7182, -4.8719], [3.5665, 2.3358, -2.0651], [1.6122, 3.9708, 1.2201], [1.7834, 1.4491, -3.3181], [0.5570, -2.9399, 2.8215], [-2.0445, 1.0620, -3.9999], [-0.4267, -1.1847, 1.5708], [-0.5629, -4.7981, 1.7013], [-1.1008, -2.7149, 2.5594], [2.2272, 5.5610, 3.0289], [-5.5233, -0.3414, 5.1108], [-3.7462, 1.4141, 0.7572], [-2.8681, -0.6122, 1.9125], [-4.5406, 0.5241, -2.4796], [2.5727, 2.6436, 1.9654], [-0.9211, 3.8513, -4.1609], [-2.2133, -0.9330, 0.0120], [-4.6986, -0.5029, 0.0951], [3.2836, -0.4222, -3.3203], [2.1888, -0.1837, 0.1956], [-3.1410, -0.8268, 3.5737], [5.2379, -3.1236, -4.3492], [0.5324, 4.2589, 3.5934], [-5.1154, 2.4883, 4.0125], [0.8777, 1.1631, -1.8000], [-0.0664, 0.3373, 0.8018], [2.8901, 1.9358, -0.4824], [1.6314, 3.0814, 4.1187], [-5.0460, -1.0705, -1.4801], [1.6093, -3.1674, -2.9910], [-0.8255, 0.1869, -3.2046], [4.5125, -1.6064, -4.7706], [-0.4643, -3.0741, 4.1965], [-3.1351, -2.3302, -0.2758], [-3.4503, 2.7885, 4.2045], [6.7463, -0.8457, -4.9434], [-4.9411, 2.2797, 1.4009], [-0.9584, 2.4277, -2.3745], [0.9081, 2.4462, 1.9461], [-5.0379, 0.2099, 6.7030], [2.0930, -1.7198, 0.8754], [0.5522, 3.9629, -3.6879], [-0.0682, -5.4265, 3.3234], [-2.4530, -1.6245, -1.6259], [2.8120, -4.0276, -3.8238], [1.5789, -1.5259, -1.4419], [-2.2811, -5.8954, 3.0327], [3.3366, 3.5378, -0.7537], [3.7225, -2.9616, -2.0932], [7.8835, -0.9861, -3.5174], [-5.0430, 0.7888, 2.4697]], "smiles": "COC[C@H](C)N.COC[C@H](C)N.COC[C@H](C)N.CCO.CCO.CCO.CCO", "gap_ev": 9.27, "e_above_lowest_kcal_mol": 75.8, "energy_ha": -1486.9399, "charge": 0}

---

(2)
{"formula": "C20H58BF4N3O12P2S2", "method": "ωB97M-V with the def2-TZVPD basis set", "elements": ["S", "S", "P", "P", "F", "F", "F", "F", "O", "O", "O", "O", "O", "O", "O", "O", "O", "O", "O", "O", "N", "N", "N", "C", "C", "C", "C", "C", "C", "C", "C", "C", "C", "C", "C", "C", "C", "C", "C", "C", "C", "C", "C", "B", "H", "H", "H", "H", "H", "H", "H", "H", "H", "H", "H", "H", "H", "H", "H", "H", "H", "H", "H", "H", "H", "H", "H", "H", "H", "H", "H", "H", "H", "H", "H", "H", "H", "H", "H", "H", "H", "H", "H", "H", "H", "H", "H", "H", "H", "H", "H", "H", "H", "H", "H", "H", "H", "H", "H", "H", "H", "H"], "coordinates": [[-3.3206, -2.1413, 5.1599], [-0.3901, -3.2181, -4.9492], [2.5253, 0.9002, 3.3085], [1.1376, 2.8430, -3.2422], [-1.1272, 0.3164, 0.9510], [-0.1903, -1.5120, 0.1059], [-1.3815, -0.2894, -1.1898], [-2.4264, -1.4329, 0.4162], [2.0012, 3.8475, -4.1908], [3.3114, 1.3527, 1.9452], [1.0405, 1.1660, 3.4849], [3.3674, 1.5705, 4.4796], [0.5954, 3.5639, -2.0475], [2.1577, 1.6117, -2.9993], [-2.6238, -0.8757, 4.8094], [-2.7161, -3.0863, 6.0697], [-1.2748, -3.4764, -6.0736], [-0.0542, 2.2850, -4.2746], [0.9093, -2.6769, -5.1301], [2.9532, -0.6783, 3.5889], [-4.5835, -0.4283, -0.4416], [-1.8347, 1.4497, 3.3837], [-1.8999, 2.2718, -1.0116], [-3.7104, -2.9194, 3.5284], [-0.1246, -4.8376, -3.9742], [2.5877, -1.6288, 2.6210], [2.8619, 3.3494, -5.2196], [-5.1911, -3.2173, 3.6202], [-1.0950, 3.1233, -4.7137], [4.2874, 3.5325, -4.7045], [-5.7757, -2.0103, 4.2884], [4.7458, 1.4090, 4.5188], [-0.9841, 3.0815, -6.2834], [-0.7603, -3.0286, -2.4613], [3.3537, 2.7065, 1.4497], [3.2502, 0.2572, -1.3633], [-0.7425, -4.5597, -2.5980], [-5.0294, -1.8983, 5.6443], [2.2193, -2.8968, 3.2906], [2.0371, 3.1531, 0.6980], [5.1083, 0.3935, 5.6528], [1.9351, 0.5725, -2.0839], [-1.1183, -2.2554, -3.6888], [-1.2984, -0.7625, 0.0699], [1.2557, -2.8233, 3.7948], [-5.8263, -1.0689, 3.7414], [-3.1115, -3.8093, 3.3349], [-1.3847, 2.1673, -6.7214], [-1.6310, 3.8499, -6.7067], [-1.3346, -2.7813, -1.5685], [-2.7298, 2.1690, -1.5781], [-1.9924, 2.6047, -4.3762], [-0.1956, -5.2136, -1.9188], [2.1676, 4.0219, 0.0529], [2.6158, 3.9943, -6.0632], [-4.2228, 0.1663, -1.1740], [-5.3680, -2.5145, 6.4772], [6.1957, 0.4293, 5.5859], [-5.4722, -4.0508, 4.2639], [4.9888, 2.9945, -5.3422], [-6.8022, -2.1738, 4.6165], [4.6417, 4.5607, -4.7778], [4.0981, -0.0252, -1.9874], [2.6977, 2.3560, -5.6371], [-0.9993, 2.5059, -1.4043], [1.7435, -1.2305, 2.0582], [1.1506, 0.9130, -1.4081], [-1.7064, -5.0496, -2.7358], [-2.1724, -2.0449, -3.8697], [-5.1657, -0.8943, 6.0462], [3.3907, -1.6115, 1.8841], [-1.3058, 2.2656, 3.1105], [4.0605, 2.6948, 0.6200], [2.9626, -0.5966, -0.7497], [-5.0376, 0.1676, 0.2357], [-0.5155, -5.7361, -4.4518], [0.2475, -2.8589, -2.0824], [-3.7636, -0.8217, -0.0021], [-5.4371, -3.3589, 2.5678], [-0.0276, 3.1706, -6.7984], [0.9049, -5.1829, -4.0688], [4.7383, -0.6023, 5.4087], [3.7691, 3.5352, 2.0230], [-3.6233, -2.2378, 2.6822], [2.1326, -3.7108, 2.5709], [-2.0708, 2.9365, -0.2707], [1.5402, 2.3167, 0.2065], [3.4279, 1.1927, -0.8329], [2.9674, -3.3683, 3.9278], [4.7229, 0.7910, 6.5917], [1.4120, -0.2041, -2.6418], [4.3891, 3.2975, -3.6450], [1.4553, 3.5989, 1.5048], [5.1740, 1.3129, 3.5211], [-1.9919, 1.3851, 4.3793], [-0.7248, -1.2391, -3.6711], [5.1441, 2.3668, 4.8536], [-1.3569, 0.6887, 2.9226], [-5.2051, -1.1972, -0.6480], [-1.1151, 4.1647, -4.3925], [-1.7538, 1.3080, -0.7472], [-2.6832, 1.5536, 2.8457]], "gap_ev": 6.68, "energy_ha": -3767.1370, "charge": 2}

---

(3)
{"formula": "C20H58N4O9", "method": "ωB97M-V with the def2-TZVPD basis set", "elements": ["O", "O", "O", "O", "O", "O", "O", "O", "O", "N", "N", "N", "N", "C", "C", "C", "C", "C", "C", "C", "C", "C", "C", "C", "C", "C", "C", "C", "C", "C", "C", "C", "C", "H", "H", "H", "H", "H", "H", "H", "H", "H", "H", "H", "H", "H", "H", "H", "H", "H", "H", "H", "H", "H", "H", "H", "H", "H", "H", "H", "H", "H", "H", "H", "H", "H", "H", "H", "H", "H", "H", "H", "H", "H", "H", "H", "H", "H", "H", "H", "H", "H", "H", "H", "H", "H", "H", "H", "H", "H", "H"], "coordinates": [[21.6395, 0.4726, -23.7175], [17.0319, 4.0967, -22.6318], [22.8544, 1.1120, -21.3223], [18.3590, 2.8503, -17.8886], [16.4077, 1.3972, -22.1625], [16.1423, -1.2210, -23.6236], [22.1293, -1.5618, -20.9033], [23.0517, 0.1727, -28.3813], [21.5426, -1.0168, -26.0367], [17.4967, 6.0618, -21.7487], [17.1614, 4.1924, -19.2904], [15.4948, 5.7503, -22.6533], [18.6236, 2.9085, -20.1130], [24.6552, 2.7007, -20.8769], [21.9868, -0.5810, -30.3114], [21.2877, -3.7396, -21.2175], [14.0349, -0.3859, -24.7209], [15.5352, -0.9155, -24.8517], [16.6821, 5.2123, -22.3235], [16.4415, 0.1719, -25.3975], [20.2762, 0.7890, -23.4507], [19.7014, 1.7678, -24.4774], [22.5096, -2.9646, -26.7784], [21.1481, -2.4346, -20.4604], [15.1344, 0.4822, -20.3412], [20.7936, 0.9151, -28.5911], [19.8072, -1.6903, -20.5692], [22.1357, 0.5956, -29.3271], [21.1614, -2.2921, -26.4343], [22.2745, 3.1122, -20.2463], [15.3110, 1.6515, -21.3086], [18.0995, 3.3209, -19.0136], [23.2062, 2.4882, -21.2700], [19.5572, -1.6343, -21.6287], [14.1224, 0.0821, -20.4026], [19.0561, -2.1810, -19.9502], [16.6329, 0.9274, -24.6355], [13.3959, -1.2119, -24.4087], [25.3153, 2.3487, -21.6697], [17.1356, 6.9741, -21.5090], [16.6629, 2.2391, -22.5467], [15.2425, 6.7024, -22.4298], [16.3040, -0.3538, -23.2447], [21.2046, -0.3845, -31.0447], [19.9331, -0.6341, -20.3311], [23.1262, -3.2204, -25.9167], [22.3933, -3.8853, -27.3502], [13.7391, -0.0976, -25.7296], [20.1922, 0.0213, -28.4251], [20.4558, -2.2136, -27.2614], [21.2817, -2.5621, -19.3861], [22.2915, -4.1441, -21.0874], [22.4896, 1.4557, -29.8954], [21.9220, -1.5844, -29.8906], [18.4675, 5.8673, -21.5494], [24.9144, 2.0434, -20.0469], [22.8753, -0.6762, -30.9356], [20.1279, 1.1892, -22.4478], [22.3729, 2.8232, -19.1999], [20.5386, -2.6787, -25.6275], [18.8114, 2.2535, -24.0772], [20.2607, 1.6675, -29.1724], [15.3432, 2.6544, -20.8829], [16.6037, 4.5226, -18.5158], [15.4591, -1.7955, -25.4903], [16.1338, 0.6866, -26.3077], [22.3174, 4.1978, -20.3341], [19.6548, -0.1064, -23.4660], [21.8515, -0.6561, -20.7480], [15.2992, 0.8254, -19.3198], [13.9258, 0.5024, -24.0988], [21.0484, -3.5600, -22.2656], [19.4137, 1.1860, -25.3531], [22.9693, 2.9088, -22.2472], [20.6684, -4.5744, -20.8895], [16.9716, 4.4819, -20.2392], [14.8150, 5.1187, -23.0522], [17.3333, -0.3172, -25.7892], [21.7908, -0.6072, -26.8687], [21.6483, -0.1174, -24.4747], [19.4743, 2.3652, -20.1490], [24.9727, 3.7314, -20.7187], [20.9900, 1.4145, -27.6423], [20.5000, 2.3858, -24.8878], [15.7473, -0.3748, -20.6206], [18.2448, 3.2813, -20.9718], [23.7261, -0.3044, -28.8704], [23.0973, -2.5382, -27.5912], [22.6531, 0.9761, -22.2510], [14.5347, 1.6923, -22.0726], [21.2422, 2.8031, -20.4108]], "spin_multiplicity": 2, "gap_ev": [1.64, 8.61], "energy_ha": -1692.9499, "charge": -1}

---

(4)
{"formula": "C20H58O10", "method": "ωB97M-V with the def2-TZVPD basis set", "elements": ["O", "O", "O", "O", "O", "O", "O", "O", "O", "O", "C", "C", "C", "C", "C", "C", "C", "C", "C", "C", "C", "C", "C", "C", "C", "C", "C", "C", "C", "C", "H", "H", "H", "H", "H", "H", "H", "H", "H", "H", "H", "H", "H", "H", "H", "H", "H", "H", "H", "H", "H", "H", "H", "H", "H", "H", "H", "H", "H", "H", "H", "H", "H", "H", "H", "H", "H", "H", "H", "H", "H", "H", "H", "H", "H", "H", "H", "H", "H", "H", "H", "H", "H", "H", "H", "H", "H", "H"], "coordinates": [[11.1573, -12.4317, 15.8880], [7.0491, -13.3323, 24.2040], [5.8264, -15.4942, 16.7424], [4.1633, -10.1087, 17.0161], [8.6662, -11.6752, 22.7652], [10.0931, -6.6994, 22.6512], [10.6419, -13.1409, 24.1314], [10.8292, -8.8649, 16.6527], [6.6469, -9.7791, 23.6968], [11.8586, -8.9627, 22.4867], [10.4131, -9.4558, 17.8515], [5.0793, -11.1079, 17.3506], [10.8797, -13.6967, 16.5676], [5.2394, -11.0898, 18.8731], [6.4231, -14.5520, 18.7706], [9.3156, -6.6337, 21.4842], [4.6500, -9.9966, 22.4082], [12.1477, -9.5878, 21.2567], [6.7165, -15.7264, 17.8484], [8.3810, -11.9661, 21.4385], [6.9043, -14.4912, 23.4504], [9.3828, -12.7530, 20.6021], [5.2631, -9.9588, 23.7514], [8.0702, -7.5586, 21.5215], [11.3636, -15.2337, 25.1388], [9.0278, -10.1158, 17.7484], [12.6881, -10.9733, 21.5508], [9.8506, -14.5913, 15.8756], [6.1415, -15.5179, 24.3067], [10.2904, -14.4688, 24.3476], [11.4000, -8.1302, 22.3519], [5.1336, -10.9354, 24.2178], [7.0781, -10.5215, 23.2673], [13.5994, -11.0090, 22.1478], [9.9987, -12.7695, 23.5231], [8.3918, -8.5820, 21.7146], [7.5272, -12.7680, 23.5920], [12.9198, -11.5731, 20.6707], [8.3478, -9.3444, 17.3869], [10.1641, -12.0321, 20.3613], [9.7558, -13.6645, 21.0689], [11.2755, -9.5412, 20.6047], [6.2762, -14.2402, 22.5956], [11.0739, -16.2147, 25.5155], [5.5487, -12.0636, 19.2527], [8.6310, -10.3063, 18.7456], [10.1323, -15.0289, 23.4260], [11.9532, -11.5702, 22.0908], [3.5742, -10.1704, 22.4284], [12.3316, -15.2754, 24.6394], [9.3029, -14.4887, 24.8087], [7.4947, -7.5033, 20.5975], [8.0618, -11.0773, 20.8942], [11.7638, -14.3168, 16.7155], [4.8049, -9.2444, 24.4354], [6.5663, -15.5985, 25.3073], [9.8986, -6.8149, 20.5812], [11.7770, -8.7317, 16.7275], [7.3575, -7.2673, 22.2930], [6.6764, -13.6600, 18.1977], [4.2778, -10.9016, 19.3505], [8.9926, -5.5955, 21.4074], [9.0233, -13.1432, 19.6499], [9.6918, -15.5664, 16.3362], [5.0450, -10.8557, 21.8659], [6.2769, -15.9089, 16.0030], [5.9878, -10.8913, 16.7886], [5.1204, -15.1551, 24.4244], [11.7036, -11.9590, 16.5203], [5.9656, -10.3419, 19.1916], [8.9059, -14.0653, 15.7378], [10.3073, -8.6648, 18.5940], [11.1805, -10.1323, 18.2277], [12.9020, -9.0004, 20.7332], [8.9956, -11.0355, 17.1644], [10.2286, -14.9214, 14.9080], [7.4924, -12.5736, 21.2662], [7.0095, -14.5565, 19.6894], [6.5999, -16.7078, 18.3082], [3.3947, -10.3131, 17.5538], [5.3824, -14.5515, 19.0948], [4.7315, -12.1033, 17.0742], [6.1808, -16.5336, 23.9133], [7.8600, -14.8624, 23.0806], [11.5120, -14.6860, 26.0694], [7.7566, -15.6916, 17.5242], [4.9127, -9.1576, 21.7638], [10.6221, -13.4257, 17.5915]], "gap_ev": 3.94, "e_above_lowest_kcal_mol": 0.0, "energy_ha": -1549.0269, "charge": -2}